# 1
{"formula": "C15H17N2", "method": "ωB97M-V/def2-TZVPD", "e_above_lowest_kcal_mol": 60.62, "homo_lumo_gap_ev": 6.62, "charge": 1, "species": ["C", "C", "N", "C", "C", "C", "C", "C", "C", "C", "C", "C", "C", "C", "C", "H", "H", "H", "H", "H", "H", "H", "H", "H", "H", "H", "H", "C", "N", "H", "H", "H", "H", "H"], "coordinates": [[-1.417, -2.447, -0.707], [-0.219, -1.833, -0.048], [0.053, -0.514, -0.453], [1.343, 0.035, -0.551], [2.571, -0.612, -0.558], [3.717, 0.180, -0.741], [3.615, 1.575, -0.894], [2.368, 2.213, -0.902], [1.226, 1.431, -0.751], [-0.178, 1.744, -0.775], [-0.892, 0.524, -0.606], [-2.279, 0.499, -0.645], [-2.958, 1.719, -0.798], [-2.253, 2.930, -0.920], [-0.853, 2.950, -0.923], [-1.194, -3.511, -0.821], [-2.331, -2.366, -0.111], [-1.592, -2.021, -1.698], [0.677, -2.442, -0.181], [2.625, -1.693, -0.433], [4.700, -0.287, -0.765], [4.524, 2.168, -1.015], [2.251, 3.290, -1.025], [-2.812, -0.445, -0.579], [-4.048, 1.728, -0.824], [-2.808, 3.863, -1.019], [-0.272, 3.868, -1.031], [-0.302, -1.755, 3.352], [-0.741, -2.222, 2.037], [0.630, -2.263, 3.623], [-0.126, -0.670, 3.407], [-1.057, -2.011, 4.103], [-1.725, -1.979, 1.947], [-0.243, -1.647, 1.305]]}

# 2
{"formula": "C15H17N3O2S2", "method": "ωB97M-V/def2-TZVPD", "smiles": "NC(=O)C1CCN(C(=O)CSc2nc3ccccc3s2)CC1", "e_above_lowest_kcal_mol": 0.55, "homo_lumo_gap_ev": 9.06, "species": ["N", "C", "O", "C", "C", "C", "N", "C", "O", "C", "S", "C", "N", "C", "C", "C", "C", "C", "C", "S", "C", "C", "H", "H", "H", "H", "H", "H", "H", "H", "H", "H", "H", "H", "H", "H", "H", "H", "H"], "coordinates": [[0.329, 2.612, 0.140], [0.179, 2.823, 1.461], [0.142, 3.941, 1.934], [0.137, 1.594, 2.374], [1.583, 1.170, 2.683], [2.191, 0.338, 1.560], [1.348, -0.805, 1.249], [1.618, -1.707, 0.292], [0.889, -2.654, 0.045], [2.871, -1.487, -0.542], [2.597, -0.074, -1.682], [0.921, -0.427, -2.056], [-0.043, 0.301, -1.628], [-1.257, -0.190, -2.012], [-2.497, 0.362, -1.700], [-3.633, -0.276, -2.147], [-3.554, -1.450, -2.896], [-2.336, -2.012, -3.219], [-1.187, -1.377, -2.775], [0.469, -1.831, -3.010], [0.093, -0.904, 1.968], [-0.684, 0.404, 1.847], [0.282, 1.714, -0.327], [0.367, 3.430, -0.447], [-0.297, 1.959, 3.310], [2.196, 2.060, 2.830], [1.603, 0.601, 3.614], [3.183, -0.011, 1.873], [2.315, 0.965, 0.672], [3.750, -1.233, 0.046], [3.057, -2.380, -1.139], [-2.548, 1.272, -1.122], [-4.602, 0.137, -1.913], [-4.463, -1.927, -3.230], [-2.272, -2.919, -3.798], [0.284, -1.149, 3.018], [-0.468, -1.727, 1.521], [-0.949, 0.547, 0.800], [-1.614, 0.312, 2.407]]}

# 3
{"formula": "C15H17NS2Ti", "method": "ωB97M-V/def2-TZVPD", "s_squared": 2.011, "e_above_lowest_kcal_mol": 0.00, "homo_lumo_gap_ev": [7.22, 7.90], "spin_multiplicity": 3, "species": ["C", "C", "C", "H", "C", "H", "H", "H", "C", "H", "H", "C", "H", "H", "C", "H", "H", "C", "H", "H", "Ti", "H", "S", "C", "N", "C", "C", "C", "C", "C", "C", "S", "H", "H", "H", "H"], "coordinates": [[0.739, -1.396, -2.423], [0.212, 1.481, -1.481], [-0.545, -1.431, -2.777], [1.218, -2.301, -2.022], [-1.108, 1.282, -1.434], [0.711, 1.930, -0.606], [-1.147, -2.319, -2.526], [-1.666, 1.532, -0.518], [-1.345, -0.354, -3.447], [-2.209, -0.879, -3.890], [-0.788, 0.126, -4.264], [1.682, -0.272, -2.726], [2.066, -0.371, -3.753], [2.547, -0.362, -2.055], [1.158, 1.182, -2.624], [0.774, 1.498, -3.608], [2.042, 1.812, -2.406], [-1.969, 0.754, -2.553], [-2.297, 1.568, -3.228], [-2.878, 0.343, -2.082], [-0.005, -2.041, 2.165], [1.384, -2.636, 2.512], [-2.213, -1.287, 1.890], [-1.201, -0.308, 2.852], [0.189, -0.205, 2.558], [0.821, 0.719, 3.354], [2.181, 0.941, 3.188], [2.897, 1.260, 4.335], [2.243, 1.373, 5.578], [0.857, 1.225, 5.693], [0.122, 0.980, 4.537], [-1.553, 0.451, 4.374], [2.596, 0.829, 2.184], [3.975, 1.417, 4.269], [2.835, 1.607, 6.472], [0.320, 1.269, 6.636]]}

# 4
{"formula": "C15H18As2Br2N3Pd", "method": "ωB97M-V/def2-TZVPD", "s_squared": 2.007, "e_above_lowest_kcal_mol": 3.47, "homo_lumo_gap_ev": [7.58, 6.91], "charge": 1, "spin_multiplicity": 3, "species": ["Pd", "C", "As", "C", "C", "C", "C", "C", "C", "C", "As", "C", "C", "H", "H", "H", "H", "H", "H", "H", "H", "H", "H", "H", "H", "H", "H", "H", "H", "Br", "C", "Br", "H", "H", "N", "C", "C", "C", "N", "C", "N"], "coordinates": [[-0.455, -1.331, -1.161], [3.923, -0.817, 0.759], [2.016, -0.732, 0.794], [1.384, -2.436, 1.378], [1.448, 0.790, 1.741], [1.493, 1.079, 3.092], [1.097, 2.344, 3.503], [0.695, 3.282, 2.558], [0.659, 2.982, 1.204], [1.028, 1.708, 0.777], [-2.310, -0.078, -0.135], [-3.865, -1.059, 0.478], [-3.064, 1.092, -1.494], [4.310, -1.044, 1.751], [4.288, 0.152, 0.421], [4.226, -1.592, 0.054], [2.032, -2.762, 2.191], [1.460, -3.140, 0.547], [0.351, -2.360, 1.715], [1.830, 0.351, 3.819], [1.112, 2.603, 4.552], [0.402, 4.272, 2.879], [0.345, 3.745, 0.509], [-4.582, -0.378, 0.936], [-3.572, -1.812, 1.205], [-4.325, -1.538, -0.387], [-3.186, 2.103, -1.105], [-4.035, 0.707, -1.803], [-2.384, 1.122, -2.345], [-1.703, -3.969, -1.230], [-1.234, -3.983, -3.114], [-0.342, -2.352, -3.617], [-2.154, -4.057, -3.682], [-0.569, -4.819, -3.289], [1.405, -0.155, -0.789], [1.005, 1.161, -0.619], [0.574, 1.842, -1.726], [0.544, 1.137, -2.970], [0.462, 0.536, -3.948], [0.055, 3.169, -1.723], [-0.366, 4.239, -1.726]]}

# 5
{"formula": "C15H18Cl3GeNRh", "method": "ωB97M-V/def2-TZVPD", "s_squared": 1.142, "homo_lumo_gap_ev": [3.44, 3.53], "charge": 2, "spin_multiplicity": 2, "species": ["Rh", "C", "C", "C", "C", "C", "C", "H", "H", "H", "H", "H", "H", "Cl", "Ge", "Cl", "Cl", "C", "N", "C", "C", "C", "C", "C", "C", "C", "C", "H", "H", "H", "H", "H", "H", "H", "H", "H", "H", "H", "H"], "coordinates": [[-0.826, -1.422, 0.911], [-2.997, -1.450, -0.116], [-2.958, -2.374, 0.945], [-2.937, -1.926, 2.272], [-2.962, -0.566, 2.551], [-2.965, 0.344, 1.503], [-2.985, -0.095, 0.162], [-3.054, -1.807, -1.134], [-2.998, -3.438, 0.742], [-2.918, -2.641, 3.084], [-2.957, -0.222, 3.576], [-2.990, 1.406, 1.717], [-3.026, 0.623, -0.646], [-0.761, -5.174, -1.077], [0.040, -3.211, -0.968], [2.017, -3.256, -1.825], [0.665, -3.135, 1.372], [0.809, 2.395, -2.376], [1.671, 1.236, -2.305], [2.724, 1.057, -3.279], [1.398, 0.158, -1.358], [1.314, 0.635, 0.073], [2.282, 1.523, 0.537], [2.266, 1.987, 1.846], [1.277, 1.567, 2.718], [0.309, 0.670, 2.282], [0.341, 0.215, 0.978], [1.378, 3.267, -2.691], [0.329, 2.570, -1.418], [0.042, 2.202, -3.137], [2.919, 1.979, -3.815], [2.417, 0.277, -3.989], [3.624, 0.693, -2.779], [2.170, -0.593, -1.475], [0.449, -0.296, -1.647], [3.070, 1.855, -0.133], [3.026, 2.681, 2.181], [1.256, 1.921, 3.741], [-0.458, 0.343, 2.974]]}

# 6
{"formula": "C15H18Cl5NO2S3Sn", "method": "ωB97M-V/def2-TZVPD", "e_above_lowest_kcal_mol": 8.50, "homo_lumo_gap_ev": 6.17, "charge": 2, "species": ["Sn", "C", "C", "S", "C", "C", "S", "C", "C", "S", "H", "H", "H", "H", "H", "H", "H", "H", "H", "H", "H", "H", "N", "C", "C", "C", "O", "O", "H", "H", "H", "H", "H", "H", "Cl", "C", "C", "C", "Cl", "C", "Cl", "C", "Cl", "C", "Cl"], "coordinates": [[-0.512, -0.038, 0.595], [1.853, -1.097, 3.069], [2.929, -0.775, 2.039], [2.388, 0.232, 0.620], [2.903, -0.733, -0.825], [2.362, -2.142, -0.988], [0.542, -2.248, -0.908], [0.318, -3.588, 0.298], [0.904, -3.397, 1.693], [0.318, -1.891, 2.520], [2.287, -1.749, 3.827], [1.505, -0.186, 3.559], [3.688, -0.177, 2.544], [3.417, -1.665, 1.645], [2.590, -0.117, -1.669], [3.993, -0.757, -0.803], [2.642, -2.482, -1.985], [2.777, -2.848, -0.272], [-0.766, -3.706, 0.349], [0.747, -4.485, -0.149], [0.559, -4.232, 2.303], [1.992, -3.396, 1.704], [-0.316, 2.412, 0.721], [-0.785, 2.986, 2.003], [-2.239, 2.658, 2.289], [-2.473, 1.192, 2.625], [-3.509, 0.796, 3.076], [-1.446, 0.374, 2.372], [0.649, 2.696, 0.568], [-0.858, 2.810, -0.044], [-0.663, 4.072, 1.989], [-0.158, 2.596, 2.804], [-2.877, 2.875, 1.427], [-2.604, 3.255, 3.123], [-3.194, -1.832, 0.791], [-3.288, -0.799, -0.566], [-2.216, 0.012, -0.867], [-2.134, 0.758, -2.022], [-0.696, 1.626, -2.373], [-3.238, 0.794, -2.874], [-3.199, 1.767, -4.275], [-4.379, 0.043, -2.549], [-5.713, 0.045, -3.606], [-4.415, -0.743, -1.389], [-5.810, -1.629, -0.972]]}

- Which formula does entry 6 have?
  C15H18Cl5NO2S3Sn